Entry 1:
Computed, not measured: a 2-piece molecular cluster, C6H8N2O2 overall in a non-equilibrium geometry, with wB97M-V/def2-TZVPD.

```
! wB97M-V def2-TZVPD RIJCOSX def2/J DEFGRID3
* xyz 0 1
C -4.3533 0.4855 0.0183
N -2.9508 0.8372 0.0230
C -2.1067 -0.0941 0.0292
O -0.7915 0.1897 0.0656
C 0.0829 -0.9306 0.0853
C 1.4643 -0.4708 0.1769
C 2.6254 -0.1382 0.2490
C 4.0153 0.2712 0.3668
N 4.4688 1.2462 -0.4029
H -4.8261 0.8770 -0.8937
H -4.5337 -0.6028 0.0682
H -4.8532 0.9622 0.8737
H -2.3541 -1.1693 -0.0136
H -0.1395 -1.5785 0.9488
H -0.0353 -1.5288 -0.8327
O 4.8894 -0.6789 0.2107
H 3.8883 2.0776 -0.3888
H 5.5099 0.2452 -0.5837
*
```

Its energy above the lowest of the compared OMol25 structures with the same formula, charge and spin is 594.92 kJ/mol. The calculation puts the molar mass at 140.14 g/mol. The orbital gap comes out at 9.666 eV. The LUMO energy comes out at -0.1401 eV. The HOMO energy comes out at -0.360 Ha. The calculation puts the calculated total energy at -13421.2074 eV.

Here are the Löwdin charges for atoms 1 to 6, given in e: -0.1459, 0.0130, -0.2707, -0.0497, -0.2013, 0.0475

***

Entry 2:
Computed, not measured: one molecule with the formula C3H3ClN2O2 in a non-equilibrium geometry, with wB97M-V/def2-TZVPD.

```
! wB97M-V def2-TZVPD RIJCOSX def2/J DEFGRID3
* xyz 0 1
N 1.2893 -1.0201 0.8091
C 0.3421 -0.3100 0.1498
N 0.5014 -0.1561 -1.2451
O -0.4837 0.7176 -1.6681
C -1.3328 1.0427 -0.5831
O -2.3084 1.7520 -0.7696
C -0.7817 0.3626 0.5596
Cl -1.4399 0.3856 2.1399
H 1.7629 -1.7453 0.3090
H 1.0319 -1.2288 1.7655
H 1.4189 0.1997 -1.4671
*
```

Its energy above the lowest of the compared OMol25 structures with the same formula, charge and spin is 127.92 kJ/mol. The calculation puts the molar mass at 134.52 g/mol. The orbital gap comes out at 9.431 eV. As for the structure (SMILES): Nc1[nH]oc(=O)c1Cl. The LUMO energy comes out at 0.4165 eV. The HOMO energy comes out at -0.331 Ha. The calculation puts the calculated total energy at -22755.9659 eV.

Here are the Löwdin charges for atoms 1 to 6, given in e: 0.1595, -0.3589, 0.0553, 0.0204, -0.4598, 0.0892

***

Entry 3:
Computed, not measured: an isolated ion of composition C3H6N3O and charge +1 in a non-equilibrium geometry, with wB97M-V/def2-TZVPD.

```
! wB97M-V def2-TZVPD RIJCOSX def2/J DEFGRID3
* xyz 1 1
C 1.2757 -0.3640 0.6047
C -1.0110 0.1801 -1.3837
C -1.0538 -0.3406 0.0439
N 1.0750 -0.9199 -1.8858
N 0.1877 -0.2382 -2.0462
N 2.4435 0.0213 1.0751
O 0.0979 0.1661 0.7476
H -1.9160 0.0423 -2.0392
H -0.9963 1.2083 -1.5296
H -1.8111 0.2319 0.7134
H -0.9579 -1.3777 0.0784
H 3.3033 -0.4951 0.9377
H 2.7132 0.9227 1.4839
*
```

Its energy above the lowest of the compared OMol25 structures with the same formula, charge and spin is 397.06 kJ/mol. The calculation puts the molar mass at 100.10 g/mol. The orbital gap (alpha / beta) comes out at 6.554 / 8.033 eV. The LUMO energy (alpha / beta) comes out at -5.9601 / -5.3098 eV. The HOMO energy (alpha / beta) comes out at -0.460 / -0.490 Ha. The calculation puts the calculated total energy at -9714.6149 eV.

Here are the Löwdin charges for atoms 1 to 6, given in e: -0.1682, -0.1004, -0.0938, 0.3389, 0.0436, 0.1648

***

Entry 4:
Computed, not measured: one molecule with the formula C22H28N6O4S2 in a non-equilibrium geometry, with wB97M-V/def2-TZVPD.

```
! wB97M-V def2-TZVPD RIJCOSX def2/J DEFGRID3
* xyz 0 1
C 1.1651 3.8326 -0.3361
C 0.8376 3.0598 -1.6022
N -0.3460 2.2667 -1.4214
N -0.6409 1.2467 -2.1774
N -1.7707 0.7768 -1.7627
C -2.1532 1.5478 -0.7233
C -3.3499 1.3681 0.0708
C -3.6504 2.3169 1.0489
C -4.7495 2.1604 1.8676
C -5.5681 1.0495 1.7177
C -5.2930 0.1072 0.7455
C -4.1894 0.2541 -0.0887
N -3.9481 -0.7360 -1.0465
S -3.4154 -2.2159 -0.4572
O -4.1656 -2.5490 0.7132
O -3.3861 -3.1353 -1.5497
C -1.7395 -1.7543 -0.0118
C -1.5492 -0.9999 1.1314
C -0.3157 -0.4002 1.3385
C 0.6892 -0.5922 0.4079
S 2.2680 0.2330 0.6008
O 2.6688 0.7155 -0.6903
O 2.1475 1.2094 1.6502
N 3.2297 -1.0562 1.0566
C 2.9566 -1.4263 2.4280
C 4.6403 -1.0343 0.6679
C 5.3216 0.3019 0.9663
C 6.7967 0.2374 0.5803
C 6.9438 -0.1206 -0.8953
C 6.2606 -1.4524 -1.1908
C 4.7831 -1.3882 -0.8119
C 0.5073 -1.3780 -0.7158
C -0.7316 -1.9545 -0.9372
N -1.2477 2.5007 -0.5021
H 0.3185 4.4423 -0.0322
H 2.0205 4.4763 -0.5191
H 1.4136 3.1448 0.4688
H 1.6461 2.3712 -1.8586
H 0.6640 3.7404 -2.4434
H -2.9942 3.1669 1.1527
H -4.9692 2.8995 2.6227
H -6.4277 0.9212 2.3577
H -5.9142 -0.7637 0.6198
H -3.3168 -0.4287 -1.7844
H -2.3642 -0.8796 1.8276
H -0.1294 0.2406 2.1866
H 3.3064 -0.6715 3.1392
H 3.4334 -2.3814 2.6431
H 1.8797 -1.5367 2.5414
H 5.1300 -1.8203 1.2570
H 4.8203 1.0832 0.3938
H 5.2162 0.5422 2.0266
H 7.2712 1.1996 0.7808
H 7.3000 -0.5176 1.1898
H 8.0014 -0.1773 -1.1608
H 6.4833 0.6612 -1.5020
H 6.3562 -1.6932 -2.2509
H 6.7509 -2.2464 -0.6217
H 4.2990 -2.3489 -0.9983
H 4.2801 -0.6281 -1.4076
H 1.3204 -1.4841 -1.4151
H -0.9456 -2.5376 -1.8184
*
```

Its energy above the lowest of the compared OMol25 structures with the same formula, charge and spin is 83.02 kJ/mol. The calculation puts the molar mass at 504.64 g/mol. The orbital gap comes out at 8.955 eV. As for the structure (SMILES): CCn1nnc(-c2ccccc2NS(=O)(=O)c2ccc(S(=O)(=O)N(C)C3CCCCC3)cc2)n1. The LUMO energy comes out at 0.0305 eV. The HOMO energy comes out at -0.328 Ha. The calculation puts the calculated total energy at -62068.7286 eV.

Here are the Löwdin charges for atoms 1 to 6, given in e: -0.0726, -0.1768, -0.1769, 0.0994, 0.0778, -0.2854

***

Entry 5:
Computed, not measured: one molecule with the formula C5H5NO in a non-equilibrium geometry, with wB97M-V/def2-TZVPD.

```
! wB97M-V def2-TZVPD RIJCOSX def2/J DEFGRID3
* xyz 0 1
C -0.1531 -0.8655 -0.0152
C -0.5178 0.4446 -0.2853
C 1.2335 -0.7987 0.2263
C 1.2133 0.8860 -0.0316
C -1.5622 1.2633 -0.2404
O -0.9726 -1.9295 0.0995
N 2.0897 0.1168 -0.5592
H -0.4577 -2.7447 0.0089
H 1.7895 -1.5008 0.8368
H 1.3401 1.8913 0.3732
H -2.5083 0.9557 0.1955
H -1.4945 2.2815 -0.6086
*
```

Its energy above the lowest of the compared OMol25 structures with the same formula, charge and spin is 529.48 kJ/mol. The calculation puts the molar mass at 95.10 g/mol. The orbital gap comes out at 7.954 eV. The LUMO energy comes out at 0.2724 eV. The HOMO energy comes out at -0.282 Ha. The calculation puts the calculated total energy at -8797.9313 eV.

Here are the Löwdin charges for atoms 1 to 6, given in e: -0.3252, -0.1652, -0.0915, -0.0988, 0.0297, 0.0912

***

Entry 6:
Computed, not measured: one molecule with the formula C22H22ClF3N2O5, with wB97M-V/def2-TZVPD.

```
! wB97M-V def2-TZVPD RIJCOSX def2/J DEFGRID3
* xyz 0 1
C -4.2349 -0.3821 2.3029
C -3.7833 -0.1475 0.8976
C -3.2632 -1.1860 0.1338
C -2.8300 -0.9726 -1.1687
O -2.2729 -1.9312 -1.9709
C -2.3947 -3.2747 -1.5899
C -1.5597 -3.7017 -0.3858
O -1.8141 -4.6650 0.2833
O -0.5062 -2.9054 -0.1861
C 0.3571 -3.2853 0.8830
C 1.6020 -2.4009 0.9692
O 2.5088 -2.6926 1.7118
N 1.5399 -1.2988 0.1890
C 2.5166 -0.3061 0.0314
C 3.8584 -0.5669 0.2469
C 4.8047 0.4090 -0.0403
C 6.2534 0.1285 0.2242
F 7.0743 0.8561 -0.5528
F 6.5844 -1.1557 0.0234
F 6.6046 0.4116 1.4954
C 4.4153 1.6349 -0.5594
C 3.0738 1.9041 -0.7477
C 2.0950 0.9651 -0.4230
N 0.7325 1.1826 -0.5885
C -0.1407 1.0794 0.5732
C -0.4028 2.4652 1.1809
O -0.9343 3.3558 0.2300
C -0.0397 3.5276 -0.8454
C 0.2509 2.1823 -1.5222
C -2.9393 0.3002 -1.7279
C -3.4563 1.3410 -0.9835
C -3.8673 1.1175 0.3215
Cl -4.4900 2.4411 1.2422
H -4.1085 -1.4235 2.5851
H -5.2842 -0.1114 2.4090
H -3.6668 0.2435 2.9902
H -3.2026 -2.1668 0.5813
H -2.0390 -3.8535 -2.4496
H -3.4390 -3.5527 -1.3946
H 0.6711 -4.3274 0.7585
H -0.1819 -3.2228 1.8365
H 0.7011 -1.1604 -0.3617
H 4.1630 -1.5317 0.6178
H 5.1562 2.3805 -0.8017
H 2.7881 2.8696 -1.1330
H 0.3134 0.4459 1.3340
H -1.0935 0.6474 0.2534
H -1.1430 2.3943 1.9791
H 0.5371 2.8696 1.5902
H -0.5252 4.2121 -1.5428
H 0.8922 3.9855 -0.4794
H 0.9669 2.2995 -2.3351
H -0.6904 1.7987 -1.9310
H -2.6204 0.4447 -2.7477
H -3.5370 2.3296 -1.4060
*
```

The calculation puts the molar mass at 486.87 g/mol. The orbital gap comes out at 8.715 eV. As for the structure (SMILES): Cc1cc(OCC(=O)OCC(=O)Nc2cc(C(F)(F)F)ccc2N2CCOCC2)ccc1Cl. The LUMO energy comes out at 0.4714 eV. The HOMO energy comes out at -0.303 Ha. The calculation puts the calculated total energy at -57064.7967 eV.

Here are the Löwdin charges for atoms 1 to 6, given in e: -0.0628, -0.2893, 0.0266, -0.2595, -0.0231, -0.0807